1.
{"formula": "C8H9AlN3O8P2S", "method": "ωB97M-V/def2-TZVPD", "symbols": ["S", "P", "P", "Al", "O", "O", "O", "O", "O", "O", "O", "O", "N", "N", "N", "C", "C", "C", "C", "C", "C", "C", "C", "H", "H", "H", "H", "H", "H", "H", "H", "H"], "xyz": [[0.5530, -1.4214, 2.4409], [0.5014, 2.0836, 2.9799], [2.6873, 1.5834, 1.1423], [0.0594, 0.1592, 0.7190], [-0.3791, 1.4174, 1.9214], [2.6548, 3.0765, 0.5657], [-1.2128, 0.5764, -0.3907], [2.0367, 1.7440, 2.6216], [0.2256, 1.8901, 4.4037], [1.6653, 0.7794, 0.3144], [0.4173, 3.6590, 2.5807], [4.0469, 1.0617, 1.2333], [1.4465, -2.2845, 0.0452], [2.7842, -2.7416, 1.8399], [0.3900, -1.5380, -0.3717], [-3.1724, -1.1453, -3.5872], [-1.8195, 0.0174, -1.4120], [-2.9505, 0.6268, -1.9718], [-1.3530, -1.1877, -1.9861], [-3.6227, 0.0508, -3.0313], [1.6510, -2.1866, 1.3290], [-0.2078, -1.8842, -1.4499], [-2.0439, -1.7443, -3.0676], [-3.2926, 1.5587, -1.5394], [-1.6768, -2.6731, -3.4914], [0.1460, -2.7711, -1.9748], [3.5423, -2.8505, 1.1848], [1.7654, 3.4580, 0.6391], [-3.7057, -1.6014, -4.4117], [0.3375, 4.1560, 3.4068], [3.0338, -2.3984, 2.7509], [-4.5074, 0.5297, -3.4328]], "forces_ev_per_angstrom": [[-0.07, 0.11, -0.05], [-0.15, 0.22, -0.06], [-0.04, -0.27, -0.13], [0.39, -0.84, 0.36], [0.10, 0.28, 0.35], [-0.13, 0.08, 0.03], [-0.74, 0.29, -0.31], [-0.23, -0.05, -0.15], [0.01, 0.02, 0.10], [0.40, 0.41, 0.01], [-0.08, -0.03, 0.24], [0.11, 0.08, -0.02], [0.65, -0.38, -0.01], [0.00, -0.22, 0.07], [-0.48, 0.31, -0.08], [-0.09, -0.06, -0.10], [0.24, -0.16, -0.08], [-0.15, 0.10, 0.01], [-0.27, 0.18, -0.08], [0.13, -0.06, 0.04], [-0.30, 0.14, -0.19], [0.21, -0.18, 0.12], [0.09, 0.02, 0.05], [0.04, -0.02, 0.05], [0.00, 0.00, 0.00], [0.02, -0.03, 0.07], [-0.02, 0.02, -0.03], [0.20, 0.01, 0.01], [0.03, 0.01, 0.00], [0.08, -0.03, -0.21], [0.08, 0.01, 0.01], [0.01, 0.03, 0.01]], "relative_energy_kj_mol": 12.2, "charge": -1, "orbital_gap_ev": 8.1}

=====

2.
{"formula": "C8H9Br2NO2S", "method": "ωB97M-V/def2-TZVPD", "symbols": ["Br", "Br", "S", "O", "O", "N", "C", "C", "C", "C", "C", "C", "C", "C", "H", "H", "H", "H", "H", "H", "H", "H", "H"], "xyz": [[-4.0193, -0.7045, 0.3085], [-3.0200, 2.1367, -0.3020], [-0.7530, -2.0517, -0.2748], [0.3561, -1.9137, -1.1765], [-0.6138, -2.5553, 1.0687], [-1.7951, -3.0755, -1.0413], [1.6637, 0.7518, 1.7385], [0.0227, 0.3769, 0.1238], [-1.3298, -0.1643, -0.2727], [2.0150, 1.5916, -0.4936], [-2.5185, 0.4321, 0.4682], [0.7258, 1.2036, -0.7561], [0.5017, 0.1234, 1.3907], [2.5238, 1.4075, 0.8233], [3.4543, 1.9123, 0.9867], [-0.0459, -0.4618, 2.0657], [-2.2903, 0.7894, 1.4664], [-1.4072, -0.0797, -1.3193], [2.0864, 0.4785, 2.6197], [-1.4201, -3.4035, -1.9382], [0.2448, 1.3055, -1.7027], [-2.8045, -3.2369, -0.9711], [2.5750, 2.2160, -1.1778]], "forces_ev_per_angstrom": [[-0.69, -0.66, 0.44], [0.21, 0.47, -0.47], [-1.57, 0.20, 0.55], [-0.06, -0.65, 0.13], [0.02, 0.57, -0.50], [0.04, -0.33, -1.48], [2.09, 0.24, -2.00], [-0.81, 1.21, 0.17], [1.50, -1.45, 0.74], [0.35, 0.90, 1.70], [0.75, 0.14, -0.39], [-0.40, -1.62, -0.08], [0.11, 1.54, -1.16], [-2.50, -0.01, -1.69], [0.41, -0.34, 0.85], [-0.47, -0.74, 0.91], [-0.09, -0.94, 0.30], [-0.62, 0.31, -1.33], [0.99, -0.28, 2.94], [-0.16, 0.50, 0.57], [0.06, 0.53, -0.72], [0.82, 0.65, 0.75], [0.00, -0.24, -0.22]], "relative_energy_kj_mol": 0.0, "charge": 0, "orbital_gap_ev": 9.5}

=====

What did the first record say?
{"formula": "C8H9AlN3O8P2S", "method": "ωB97M-V/def2-TZVPD", "symbols": ["S", "P", "P", "Al", "O", "O", "O", "O", "O", "O", "O", "O", "N", "N", "N", "C", "C", "C", "C", "C", "C", "C", "C", "H", "H", "H", "H", "H", "H", "H", "H", "H"], "xyz": [[0.5530, -1.4214, 2.4409], [0.5014, 2.0836, 2.9799], [2.6873, 1.5834, 1.1423], [0.0594, 0.1592, 0.7190], [-0.3791, 1.4174, 1.9214], [2.6548, 3.0765, 0.5657], [-1.2128, 0.5764, -0.3907], [2.0367, 1.7440, 2.6216], [0.2256, 1.8901, 4.4037], [1.6653, 0.7794, 0.3144], [0.4173, 3.6590, 2.5807], [4.0469, 1.0617, 1.2333], [1.4465, -2.2845, 0.0452], [2.7842, -2.7416, 1.8399], [0.3900, -1.5380, -0.3717], [-3.1724, -1.1453, -3.5872], [-1.8195, 0.0174, -1.4120], [-2.9505, 0.6268, -1.9718], [-1.3530, -1.1877, -1.9861], [-3.6227, 0.0508, -3.0313], [1.6510, -2.1866, 1.3290], [-0.2078, -1.8842, -1.4499], [-2.0439, -1.7443, -3.0676], [-3.2926, 1.5587, -1.5394], [-1.6768, -2.6731, -3.4914], [0.1460, -2.7711, -1.9748], [3.5423, -2.8505, 1.1848], [1.7654, 3.4580, 0.6391], [-3.7057, -1.6014, -4.4117], [0.3375, 4.1560, 3.4068], [3.0338, -2.3984, 2.7509], [-4.5074, 0.5297, -3.4328]], "forces_ev_per_angstrom": [[-0.07, 0.11, -0.05], [-0.15, 0.22, -0.06], [-0.04, -0.27, -0.13], [0.39, -0.84, 0.36], [0.10, 0.28, 0.35], [-0.13, 0.08, 0.03], [-0.74, 0.29, -0.31], [-0.23, -0.05, -0.15], [0.01, 0.02, 0.10], [0.40, 0.41, 0.01], [-0.08, -0.03, 0.24], [0.11, 0.08, -0.02], [0.65, -0.38, -0.01], [0.00, -0.22, 0.07], [-0.48, 0.31, -0.08], [-0.09, -0.06, -0.10], [0.24, -0.16, -0.08], [-0.15, 0.10, 0.01], [-0.27, 0.18, -0.08], [0.13, -0.06, 0.04], [-0.30, 0.14, -0.19], [0.21, -0.18, 0.12], [0.09, 0.02, 0.05], [0.04, -0.02, 0.05], [0.00, 0.00, 0.00], [0.02, -0.03, 0.07], [-0.02, 0.02, -0.03], [0.20, 0.01, 0.01], [0.03, 0.01, 0.00], [0.08, -0.03, -0.21], [0.08, 0.01, 0.01], [0.01, 0.03, 0.01]], "relative_energy_kj_mol": 12.2, "charge": -1, "orbital_gap_ev": 8.1}